ORCA calculation (ωB97M-V/def2-TZVPD) on a 2-piece molecular cluster, C7H15N3O overall.

## Properties
* ΔE to the lowest compared entry with this formula, charge and spin: 112.6 kJ/mol
* Kohn-Sham gap: 9.80 eV

Structure (ORCA input):
```
! wB97M-V def2-TZVPD RIJCOSX def2/J DEFGRID3
* xyz 0 1
C 0.654 -0.862 -1.962
C -0.419 -1.500 -1.074
N 0.270 -2.259 0.021
C -0.595 -2.900 1.060
C -0.088 -4.338 1.407
O -0.712 -5.332 1.776
H 0.285 -0.337 -2.842
H 1.244 -0.149 -1.373
H 1.345 -1.643 -2.296
H -1.109 -0.744 -0.657
H -1.056 -2.217 -1.636
H 0.893 -1.592 0.465
H -0.595 -2.311 2.015
H -1.619 -3.021 0.701
H 1.001 -4.330 1.272
C -0.303 2.154 -0.839
N 0.268 3.462 -0.471
C 0.768 3.608 0.871
C -0.259 3.761 1.914
N -0.917 3.790 2.864
H 0.319 1.636 -1.580
H -0.410 1.534 0.058
H -1.304 2.307 -1.298
H -0.452 4.148 -0.535
H 1.493 4.446 0.964
H 1.297 2.688 1.177
*
```